Record 1
{"formula": "C18H23ClN2O2S", "method": "ωB97M-V with the def2-TZVPD basis set", "smiles": "O[C@H](COCc1cccs1)CN1CCN(c2ccccc2Cl)CC1", "multiplicity": 1, "homo_energy_ev": -7.65, "charge": 0, "orbital_gap_ha": 0.3063, "max_force_ha_per_bohr": 0.01540, "symbols": ["O", "C", "C", "O", "C", "C", "C", "C", "C", "S", "H", "H", "H", "H", "H", "H", "H", "C", "N", "C", "C", "N", "C", "C", "C", "C", "C", "C", "Cl", "H", "H", "H", "H", "C", "C", "H", "H", "H", "H", "H", "H", "H", "H", "H", "H", "H", "H"], "coordinates": [[0.867, -1.227, -0.758], [0.738, -1.063, 0.634], [1.615, -2.095, 1.353], [1.161, -3.377, 0.964], [1.920, -4.434, 1.506], [3.321, -4.478, 0.980], [3.728, -4.426, -0.318], [5.133, -4.473, -0.459], [5.773, -4.560, 0.733], [4.675, -4.577, 2.056], [6.826, -4.617, 0.925], [5.639, -4.445, -1.408], [3.044, -4.354, -1.145], [1.942, -4.365, 2.604], [1.378, -5.342, 1.222], [1.544, -1.977, 2.444], [2.663, -1.957, 1.053], [-0.728, -1.191, 1.113], [-1.653, -0.168, 0.685], [-1.346, 1.170, 1.151], [-2.572, 2.065, 0.938], [-2.931, 2.116, -0.465], [-2.412, 3.112, -1.277], [-1.722, 2.840, -2.465], [-1.253, 3.846, -3.286], [-1.447, 5.174, -2.950], [-2.151, 5.479, -1.798], [-2.638, 4.469, -0.991], [-3.620, 4.946, 0.361], [-2.346, 6.506, -1.530], [-1.072, 5.965, -3.580], [-0.720, 3.588, -4.189], [-1.536, 1.816, -2.746], [-3.130, 0.780, -0.981], [-1.929, -0.143, -0.740], [-2.180, -1.156, -1.064], [-1.058, 0.202, -1.316], [-3.377, 0.829, -2.042], [-3.989, 0.363, -0.444], [-2.357, 3.063, 1.314], [-3.420, 1.648, 1.491], [-1.107, 1.127, 2.216], [-0.489, 1.615, 0.613], [-1.114, -2.156, 0.772], [-0.727, -1.192, 2.207], [1.117, -0.061, 0.855], [0.712, -2.162, -0.941]]}

Record 2
{"formula": "C18H23ClN2O6", "method": "ωB97M-V with the def2-TZVPD basis set", "smiles": "CCOCCOC(=O)C1=C(C)N(C)C(=O)N[C@H]1c1cc(Cl)c(O)c(OC)c1", "multiplicity": 1, "homo_energy_ev": -8.68, "charge": 0, "orbital_gap_ha": 0.3269, "max_force_ha_per_bohr": 0.34632, "e_above_lowest_kcal_mol": 338.1, "symbols": ["C", "C", "O", "C", "C", "H", "H", "O", "C", "O", "C", "C", "N", "C", "O", "N", "H", "C", "C", "C", "C", "C", "C", "C", "H", "O", "C", "H", "H", "H", "O", "H", "Cl", "H", "H", "C", "H", "H", "H", "C", "H", "H", "H", "H", "H", "H", "H", "H", "H", "H"], "coordinates": [[-6.057, 0.371, 3.247], [-4.789, -0.049, 2.761], [-4.026, 1.100, 2.750], [-2.712, 0.962, 1.969], [-1.692, 0.131, 2.638], [-1.803, -0.772, 2.893], [-1.369, 0.871, 3.692], [-0.373, 0.173, 2.126], [0.455, -0.915, 2.150], [0.079, -1.778, 2.756], [1.705, -0.656, 1.504], [2.683, -1.678, 1.219], [3.586, -1.344, 0.149], [3.911, -0.011, -0.137], [4.868, 0.080, -0.924], [3.088, 1.023, 0.024], [3.104, 1.893, -0.559], [1.698, 0.761, 0.496], [0.544, 0.583, -0.484], [0.750, -0.321, -1.441], [-0.216, -0.555, -2.575], [-1.010, 0.629, -2.616], [-1.168, 1.628, -1.672], [-0.176, 1.784, -0.688], [-0.360, 2.194, 0.082], [-2.265, 2.541, -2.005], [-2.335, 3.687, -1.362], [-3.127, 4.189, -1.431], [-2.438, 3.428, -0.200], [-1.390, 4.320, -1.200], [-2.081, 0.415, -3.626], [-2.656, 1.143, -3.722], [-0.210, -1.747, -3.617], [1.397, -1.200, -1.529], [1.407, 1.528, 1.134], [4.686, -2.292, 0.301], [5.311, -2.018, -0.633], [5.300, -2.314, 1.069], [4.265, -3.188, -0.303], [2.773, -2.823, 1.977], [3.491, -2.774, 2.415], [2.790, -3.493, 1.217], [1.853, -2.921, 2.466], [-2.722, 0.497, 0.881], [-2.208, 1.874, 1.841], [-4.331, -0.739, 3.416], [-4.775, -0.495, 1.675], [-6.641, 1.064, 2.412], [-6.687, -0.728, 3.392], [-5.823, 0.766, 4.230]]}